111
Properties=species:S:1:pos:R:3:forces:R:3:mulliken_charge:R:1 method="wB97M-V/def2-TZVPD" relative_energy_kcal_mol=0.0 homo_lumo_gap_ha=0.384 energy_ev=-102455.4899 smiles="CCOP(=O)(OCC)OCC.CCOP(=O)(OCC)OCC.CCOP(=O)(OCC)OCC.CCOP(=O)(OCC)OCC.C[N+](=O)[O-]" lumo_energy_ha=0.0126
C -0.80311 3.70552 -1.16159 0.099 -0.368 -0.177 -1.3238
C -2.18734 3.06553 -1.09915 1.184 -0.197 1.622 0.3835
O -2.90268 3.25631 -2.31192 -0.638 0.501 0.009 -0.2982
P -4.45964 3.65017 -2.14755 0.414 -0.347 -0.135 0.9915
O -5.21463 3.67753 -3.39507 0.244 -0.124 -0.331 -0.7647
O -4.45083 5.01358 -1.35055 -0.113 -0.721 0.672 -0.3638
C -3.67787 6.13953 -1.75578 -0.427 1.082 -0.172 -0.0850
C -4.57511 7.09594 -2.53870 0.000 -0.040 -0.593 -1.2367
O -4.95671 2.59423 -1.07417 -0.233 0.815 0.018 -0.3121
C -5.36602 1.29016 -1.52253 0.462 -0.244 -0.020 -0.4779
C -4.33541 0.56278 -2.36138 -0.171 -1.366 -0.330 -0.8284
H -0.24899 3.61833 -0.22371 -0.306 -0.323 0.143 0.3830
H -0.23013 3.15608 -1.91163 0.152 0.436 -0.188 0.2776
H -0.81490 4.77816 -1.35265 -0.177 -0.068 -0.389 0.3214
H -2.07229 2.00214 -0.86331 -0.049 -0.099 -0.613 -0.1108
H -2.67562 3.40187 -0.17630 -0.522 0.490 -0.555 0.3659
H -3.34547 6.63282 -0.84145 0.119 -0.200 0.039 0.2804
H -2.80552 5.84026 -2.33690 -0.042 -0.102 -0.019 0.2351
H -4.92247 6.60571 -3.45019 -0.080 -0.090 0.083 0.3093
H -5.45198 7.41624 -1.97779 0.050 -0.219 0.214 0.2994
H -4.07559 8.00925 -2.87087 0.327 -0.123 0.226 0.3821
H -5.55385 0.77450 -0.58331 -0.058 -0.208 -0.116 0.3236
H -6.28563 1.32460 -2.10709 -0.083 0.451 0.151 0.2988
H -4.82900 -0.37605 -2.65285 -0.058 0.082 -0.044 0.5038
H -4.06463 1.02359 -3.30886 -0.068 0.374 0.163 0.3802
H -3.42991 0.19807 -1.87440 0.025 0.559 0.332 0.0322
C 2.64908 -6.48184 3.48824 -0.362 0.396 0.369 -1.2152
C 2.88558 -5.83790 2.13587 0.632 -0.453 0.278 -0.2012
O 1.68780 -5.35730 1.52203 -0.492 0.371 -0.171 -0.3508
P 1.29109 -3.81054 1.68372 -0.025 -0.917 0.390 0.3062
O 1.19050 -3.37428 3.07988 0.223 0.152 -0.726 -0.7405
O 2.39566 -3.06623 0.80488 -0.977 0.064 0.590 -0.2785
C 2.53911 -3.30910 -0.57928 0.670 1.012 -1.683 0.1751
C 3.40552 -2.19217 -1.15779 0.643 -0.433 -0.541 -1.2180
O -0.04705 -3.73448 0.80973 1.064 -0.011 0.449 0.3628
C -1.11295 -4.62968 1.16379 -1.111 -0.033 -0.157 -0.2169
C -2.41089 -3.84967 1.24966 -0.530 -0.489 0.265 -1.1996
H 3.50655 -7.07577 3.80362 -0.010 -0.197 -0.284 0.4168
H 2.49185 -5.76877 4.29950 -0.154 0.213 -0.252 0.2535
H 1.75131 -7.09725 3.41512 0.156 -0.211 0.101 0.2888
H 3.63079 -5.04125 2.18684 -0.026 0.040 0.014 0.3079
H 3.27162 -6.61681 1.47670 -0.043 0.164 -0.213 0.3609
H 2.98807 -4.26740 -0.84295 0.040 -0.206 0.688 0.5865
H 1.62233 -3.24504 -1.17549 -0.445 -0.254 0.681 -0.0601
H 4.31689 -1.99011 -0.59342 -0.229 -0.019 0.310 0.3535
H 3.77296 -2.54137 -2.13004 -0.174 0.103 -0.043 0.4143
H 2.86528 -1.26417 -1.33571 -0.067 0.025 0.258 0.1508
H -1.17387 -5.38502 0.37574 0.122 0.042 0.075 0.2221
H -0.96856 -5.13740 2.11975 0.460 0.097 -0.083 0.3932
H -2.59048 -3.22413 0.37786 0.154 0.192 0.074 0.1705
H -3.25126 -4.55205 1.30280 0.157 -0.120 -0.168 0.4448
H -2.50082 -3.29659 2.18496 0.333 0.374 -0.216 0.3441
C -2.01250 -3.51950 -2.62017 0.261 -0.215 -0.154 -0.0644
C -1.12300 -4.08294 -3.73142 -1.198 0.655 0.157 -0.5920
O -0.20887 -3.09248 -4.22209 0.508 0.361 0.215 -0.2528
P -0.63881 -1.69649 -4.85269 0.210 -0.254 -0.781 0.3318
O -1.52073 -0.78659 -4.12475 -0.039 -0.158 0.660 0.1215
O 0.75921 -1.05282 -5.25354 -0.481 -0.781 -0.188 -0.3514
C 1.76092 -0.76157 -4.30052 1.129 0.112 0.378 0.5240
C 2.83802 0.03761 -5.02269 -0.053 0.483 0.035 -1.4847
O -1.23042 -2.14741 -6.25259 0.092 0.135 0.231 -0.4262
C -2.11147 -1.22800 -6.92441 -0.083 0.379 -0.697 -0.0922
C -2.17478 -1.59451 -8.39487 -1.004 0.211 0.184 -1.3005
H -2.75099 -2.83114 -3.02408 -0.057 -0.004 0.041 0.3127
H -2.50865 -4.34642 -2.10893 -0.074 0.066 0.000 0.4981
H -1.41138 -2.96862 -1.89711 0.007 -0.202 0.018 -0.4656
H -0.56964 -4.94434 -3.37092 0.403 0.143 -0.169 0.3850
H -1.76365 -4.37976 -4.56426 0.147 -0.241 -0.045 0.3322
H 1.31621 -0.28853 -3.42031 0.059 0.426 -0.192 -0.0487
H 2.26522 -1.65817 -3.92317 -0.459 -0.321 -0.178 0.1273
H 3.63754 0.39511 -4.37098 -0.182 -0.140 0.269 0.3900
H 3.32294 -0.57639 -5.78115 -0.181 -0.097 -0.049 0.3478
H 2.42058 0.91709 -5.51536 -0.087 -0.064 0.012 0.3539
H -3.09572 -1.24433 -6.45640 0.021 -0.211 0.031 0.2404
H -1.76077 -0.19648 -6.84425 0.256 -0.118 0.241 0.2871
H -2.84606 -0.87963 -8.88197 0.216 0.174 0.012 0.3969
H -1.20698 -1.54462 -8.88390 0.062 -0.223 0.040 0.3157
H -2.69418 -2.54263 -8.54135 0.494 -0.257 0.005 0.3118
C 6.08510 2.81340 4.94302 0.820 0.300 -0.751 -0.9676
C 5.08048 3.95252 4.93030 0.051 -0.317 -0.436 -0.3591
O 4.10522 3.76196 5.96101 -0.327 -0.287 0.426 -0.3557
P 2.67978 3.13114 5.63565 0.131 -0.479 -0.259 0.8024
O 1.80988 4.00846 4.83910 0.103 -0.256 0.385 -0.6808
O 3.02160 1.72908 4.93885 -0.143 0.936 0.532 -0.1310
C 1.92402 1.00711 4.36322 -0.638 -1.396 -0.538 -0.1528
C 2.01777 -0.45634 4.79336 0.652 0.599 0.224 -1.0728
O 2.15602 2.64498 7.07351 0.371 0.391 -0.614 -0.2884
C 1.88859 3.63324 8.08850 -0.950 0.345 -0.087 -0.2250
C 0.62777 4.43706 7.74331 0.864 0.614 -0.636 -1.0347
H 6.85526 2.98598 5.69500 -0.283 -0.279 0.349 0.2983
H 5.66093 1.81470 4.99556 -0.282 0.131 0.346 0.2585
H 6.65508 2.81500 4.00497 -0.167 0.184 -0.054 0.3347
H 5.58865 4.90016 5.10267 -0.109 0.022 0.272 0.3564
H 4.58049 4.06215 3.96538 -0.081 -0.202 0.010 0.3157
H 0.93624 1.36788 4.65187 0.247 0.559 0.091 0.3134
H 2.00934 1.04861 3.27812 -0.067 0.361 0.015 0.1673
H 1.09629 -1.01525 4.66034 -0.065 0.097 -0.152 0.3263
H 2.81221 -0.93791 4.22309 -0.025 -0.209 0.170 0.2172
H 2.29014 -0.43045 5.85122 -0.064 -0.342 -0.004 0.4026
H 1.71262 3.10074 9.01973 0.320 -0.260 -0.056 0.2945
H 2.76433 4.27484 8.17343 0.000 0.038 0.212 0.2616
H -0.14271 3.80242 7.31323 -0.142 -0.111 0.347 0.2704
H 0.27629 5.05194 8.57094 -0.110 -0.366 0.235 0.3943
H 0.89070 5.15164 6.95914 -0.116 -0.086 -0.074 0.2832
C -0.08617 -0.86599 -0.37224 0.468 0.641 0.405 -0.1742
N -0.74858 -0.23095 0.81047 -0.529 -0.304 0.033 1.1436
O -0.03129 0.01870 1.75714 -0.213 0.050 -0.161 -0.6274
O -1.94554 0.00776 0.74285 0.574 -0.107 0.014 -0.5927
H 0.34286 -0.00861 -0.89218 -0.019 -0.141 -0.239 0.4527
H -0.79022 -1.39977 -0.99526 -0.135 0.135 0.149 -0.5196
H 0.71410 -1.47319 0.04222 -0.161 0.022 -0.223 0.0535



110
Properties=species:S:1:pos:R:3:forces:R:3:mulliken_charge:R:1 method="wB97M-V/def2-TZVPD" homo_lumo_gap_ha=0.088 energy_ev=-103589.4607 charge=+2 lumo_energy_ha=-0.4536
Tl 1.65198 -3.79522 -1.19136 0.020 0.361 -0.377 1.0506
C -0.15585 -0.76931 1.30387 0.014 -3.929 -1.952 -0.6927
O 0.59711 -1.64348 0.53320 -1.357 2.563 1.884 0.0221
H -1.19297 -1.09425 1.38690 -0.048 -0.026 0.051 0.3715
H 0.34750 -0.58345 2.25265 0.919 0.334 0.703 0.5104
H -0.19003 0.24503 0.90630 0.561 1.277 -0.508 0.1292
C 1.19808 2.91844 -0.73342 -0.453 0.231 -0.105 -1.3506
C 2.00471 1.79706 -1.34907 0.425 -0.681 3.122 0.6019
O 1.75932 1.59404 -2.68405 -1.182 -0.586 -2.382 -0.2217
P 2.25730 0.21126 -3.33604 2.472 -0.021 -1.870 0.5971
O 2.08153 -1.01574 -2.49173 -0.399 1.185 -0.878 -0.4499
O 1.74587 0.10853 -4.88982 2.175 -2.528 5.182 -0.2494
C 1.30263 1.07245 -5.73199 -1.423 1.747 -0.585 0.0298
C 0.34380 0.37267 -6.65210 0.329 0.614 -1.934 -1.4648
O 3.83553 0.53035 -3.49346 -0.884 0.870 -0.346 -0.2811
C 4.36759 1.78330 -4.14623 0.213 -0.163 0.619 -0.1858
C 5.80118 1.95248 -3.65816 0.135 0.709 -1.469 -1.2730
H 0.17586 2.61308 -0.50997 -0.454 -0.002 -0.774 0.2178
H 1.45532 3.25823 0.26981 1.025 -0.188 -0.084 0.3927
H 1.22061 3.79343 -1.38303 -0.284 0.001 0.054 0.3744
H 3.06392 1.82721 -1.09356 0.409 0.755 -0.610 0.1725
H 1.77844 0.85668 -0.84649 -0.477 -0.327 0.396 -0.2276
H 0.84281 1.82656 -5.09326 -0.598 0.309 -0.366 0.2599
H 2.08207 1.61719 -6.26477 0.359 -0.359 -0.124 0.3776
H -0.27920 1.17211 -7.05319 -0.942 -0.557 0.176 0.3962
H 0.82287 0.00794 -7.56071 0.651 0.194 -0.048 0.4336
H -0.07682 -0.57533 -6.31670 -0.690 0.728 0.780 0.2781
H 4.28464 1.74966 -5.23256 0.402 -0.976 -0.061 0.3577
H 3.83771 2.72502 -4.00303 -0.843 -0.415 1.212 0.3174
H 6.10129 2.97787 -3.87404 -0.192 0.294 -0.077 0.4168
H 6.01982 1.85864 -2.59444 -0.342 -0.665 -0.177 0.2779
H 6.43377 1.40367 -4.35583 0.335 -0.557 0.789 0.3346
C 0.94329 3.04687 4.30840 0.459 -0.411 -0.141 -1.4823
C -0.13728 2.58676 3.31237 2.296 -1.432 2.480 0.5703
O -1.06881 3.54597 3.33995 -3.751 2.274 -2.247 -0.3624
P -2.29936 3.52417 2.23985 -0.850 0.493 1.818 1.0953
O -1.90688 4.02862 0.91414 -0.238 -0.604 0.434 -0.6806
O -3.41447 4.36367 3.06711 1.652 -2.461 -0.560 -0.3571
C -4.02128 5.55575 2.63803 -0.965 1.369 -0.199 -0.3696
C -5.56382 5.64426 2.87998 1.609 0.925 -1.001 -1.0208
O -2.81864 1.95739 2.32625 0.362 2.073 0.227 -0.3441
C -3.77790 1.48279 1.34925 0.301 -0.444 -1.673 0.1554
C -4.93794 2.44104 0.94498 1.775 -0.039 0.710 -1.2840
H 1.25960 4.05225 4.03043 -0.045 0.013 -0.083 0.3844
H 0.67028 3.07986 5.36315 -0.493 -0.091 -0.173 0.3713
H 1.82535 2.40930 4.24864 0.054 -0.111 -0.081 0.3494
H 0.41634 2.38722 2.39489 -0.453 0.130 -0.855 -0.1745
H -0.69887 1.71431 3.64634 0.665 -1.028 -0.036 0.2793
H -3.51438 6.38094 3.13823 -0.074 0.032 0.175 0.4510
H -3.84808 5.72654 1.57551 0.149 -0.387 -0.090 0.2935
H -5.86472 6.21242 3.76018 0.097 -0.886 0.420 0.3290
H -5.75041 6.37538 2.09338 -0.822 -0.132 -0.251 0.3387
H -6.07778 4.71139 2.64822 -0.104 0.261 0.363 0.2799
H -3.15395 1.24318 0.48821 -0.102 0.234 -0.523 0.0397
H -4.06954 0.48431 1.67496 -0.503 0.351 0.583 0.2316
H -5.29223 2.79670 1.91249 -0.957 -0.021 -0.431 0.2723
H -4.53061 3.29222 0.39937 0.343 0.212 0.239 0.3466
H -5.63189 2.04789 0.20203 -0.275 -0.568 0.749 0.4594
C 5.88607 -2.16874 4.96130 1.870 0.559 0.878 -1.0890
C 4.84808 -3.22517 5.03233 1.048 0.202 0.702 -0.0757
O 4.63605 -3.60705 3.66227 -2.966 0.664 -2.838 -0.3456
P 3.66550 -2.75194 2.60411 1.665 0.285 2.955 0.6331
O 3.42039 -3.37991 1.28262 -0.277 0.170 0.493 -0.6170
O 2.33788 -2.43497 3.49358 -0.033 -1.375 -1.159 -0.0540
C 1.33907 -3.54378 3.70804 -0.223 1.655 0.167 -0.1202
C 0.42540 -2.96815 4.77919 0.123 -0.815 0.816 -1.1081
O 4.36301 -1.29374 2.56000 -0.150 -2.972 0.691 -0.1201
C 3.95182 -0.25771 1.71264 -0.162 1.518 0.131 0.2397
C 4.84686 -0.12207 0.47697 -0.648 -0.971 0.120 -0.7852
H 5.51877 -1.16614 4.74224 0.175 -0.238 -0.246 0.2047
H 6.54522 -2.11078 5.82748 -0.722 0.168 0.844 0.4595
H 6.68482 -2.52504 4.31080 -0.408 0.349 -0.921 0.2927
H 5.27089 -4.09014 5.54338 -0.145 -0.269 -0.393 0.3560
H 4.00190 -2.92206 5.64892 -0.611 -0.016 -0.727 0.1110
H 0.78217 -3.70658 2.78530 0.212 -0.004 -0.358 0.0953
H 1.82527 -4.47659 3.99366 0.184 0.207 0.095 0.4365
H 1.08324 -2.64958 5.58780 -0.225 0.405 0.025 0.2858
H -0.28794 -2.19248 4.50065 0.510 0.337 -0.430 0.2441
H -0.22909 -3.70619 5.24291 0.162 -0.469 -0.224 0.4144
H 2.87840 -0.34900 1.54670 -0.084 -0.091 -0.612 -0.3647
H 4.05253 0.59288 2.38678 -0.027 0.450 -0.330 0.4179
H 5.68723 0.55470 0.63143 -0.160 -0.108 -0.080 0.3288
H 5.19556 -1.13862 0.29491 0.449 0.064 -0.081 0.3548
H 4.27888 0.09576 -0.42750 0.031 0.443 0.103 0.0160
C -4.32376 -5.70604 -4.35206 1.233 1.346 0.276 -1.1589
C -3.06593 -5.10389 -3.68943 0.067 -2.638 0.099 -0.1590
O -2.80780 -3.76741 -4.04237 0.952 2.777 0.769 -0.2906
P -2.26821 -2.72419 -2.94572 -0.758 0.309 0.981 0.5293
O -0.91872 -2.88254 -2.23619 -2.297 -0.425 -0.842 -0.1393
O -2.31756 -1.31468 -3.71901 0.235 -1.706 0.138 -0.4545
C -1.87070 -0.15955 -3.01681 -1.444 2.021 0.450 0.5177
C -3.11971 0.75976 -2.68904 1.259 -0.762 -0.289 -1.1857
O -3.61119 -2.71519 -1.93344 2.839 -0.171 0.727 -0.3408
C -3.42340 -2.62559 -0.44704 -1.333 0.597 -0.746 0.6540
C -4.85427 -2.42803 0.16198 1.992 0.013 0.731 -1.0996
H -5.23105 -5.43228 -3.81356 -0.056 -0.132 -0.399 0.2972
H -4.21852 -5.25623 -5.33933 -0.905 -0.225 -0.270 0.2903
H -4.16066 -6.77963 -4.44638 -0.304 0.077 0.172 0.3597
H -3.04344 -5.26635 -2.61183 -0.051 0.218 0.104 0.3118
H -2.26342 -5.69054 -4.13653 0.372 0.091 0.287 0.3358
H -1.28047 -0.40060 -2.13272 -0.255 -0.318 0.211 -0.2056
H -1.19918 0.47701 -3.59295 0.031 -0.575 -0.736 0.0287
H -2.72195 1.73935 -2.42393 -0.127 -0.018 0.584 0.4146
H -3.74253 0.96441 -3.55986 0.165 -0.438 -0.184 0.3918
H -3.74087 0.29002 -1.92641 0.009 0.278 0.134 0.1502
H -2.91891 -3.46936 0.02375 -0.132 -0.512 -0.718 0.3926
H -2.78452 -1.78367 -0.18041 0.001 0.389 -0.519 -0.4324
H -5.00932 -3.26691 0.84047 -0.871 -0.318 -0.673 0.3651
H -4.75843 -1.62641 0.89431 -0.257 0.465 -0.238 0.1721
H -5.60780 -2.17571 -0.58408 0.039 -0.435 0.236 0.3501